Record 1
This record from the Open Molecules 2025 dataset describes 3 unconnected molecules or ions with the total composition C6H10O at a distorted geometry. The level of theory is wB97M-V/def2-TZVPD.

Last column: Löwdin charge in e.
Positions of all 17 atoms, in Å:
C -1.04 -0.33 0.56  -0.2091
C -0.28 -1.38 -0.17  -0.1724
O 0.99 -1.32 -0.30  -0.0366
C 1.76 -0.34 0.43  -0.1475
C 1.49 1.05 -0.03  -0.0749
C 0.32 1.59 -0.34  -0.0938
C -1.02 0.93 -0.30  -0.1868
H -0.61 -0.08 1.54  0.1225
H -2.08 -0.62 0.72  0.0848
H -2.37 -3.03 -0.34  -0.0886
H -1.21 -2.28 -1.31  0.0832
H 1.54 -0.47 1.49  0.1301
H 2.78 -0.62 0.22  0.1279
H 2.38 1.65 -0.11  0.1060
H 0.31 2.61 -0.70  0.1076
H -1.32 0.68 -1.33  0.1254
H -1.77 1.63 0.08  0.1223

LUMO (alpha / beta) in hartree: 0.0095 / -0.0115
Relative energy (zero: lowest compared OMol25 entry of this formula, charge and spin) in kJ/mol: 732.7
Gap between HOMO and LUMO (alpha / beta) in eV: 7.452 / 6.002
Electronic energy in eV: -8423.6461

=====

Record 2
This record from the Open Molecules 2025 dataset describes a molecular structure, C13H46O10 at a distorted geometry. The level of theory is wB97M-V/def2-TZVPD.

Last column: Löwdin charge in e.
Positions of all 69 atoms, in Å:
C 0.69 1.27 3.42  -0.0901
O 1.23 0.56 2.31  -0.1785
H 1.03 2.28 3.19  0.0893
H -0.39 1.19 3.44  0.0750
H 1.07 0.98 4.40  0.0962
H 0.96 -0.35 2.51  0.0683
C -1.70 -0.36 2.17  -0.2520
O -2.32 -0.22 3.44  -0.0556
H -0.75 0.16 2.12  0.0443
H -1.60 -1.43 1.97  0.1091
H -2.30 0.11 1.39  0.0495
H -3.20 -0.58 3.44  0.0949
C -1.84 -2.66 -0.88  -0.1709
O -1.86 -1.33 -1.25  -0.1399
H -2.67 -3.28 -1.23  0.0907
H -0.97 -3.14 -1.32  0.0602
H -1.88 -2.82 0.19  0.0763
H -1.10 -0.88 -0.88  -0.2449
C 2.66 0.48 -1.57  -0.0309
O 1.39 -0.10 -1.92  -0.1363
H 2.73 1.50 -1.95  0.1011
H 2.98 0.49 -0.53  0.1083
H 3.32 -0.17 -2.13  0.1059
H 1.44 -0.19 -2.88  0.1335
C -0.34 -2.17 -3.11  -0.1316
O 0.29 -3.39 -3.57  -0.1100
H -0.29 -1.33 -3.81  0.0971
H -1.39 -2.39 -2.95  0.0846
H 0.15 -1.85 -2.19  0.0425
H 0.35 -4.05 -2.88  0.0635
C -0.33 1.62 -2.73  -0.1143
O -1.19 2.39 -1.91  -0.1079
H -0.40 1.94 -3.77  0.0958
H 0.65 1.77 -2.29  0.0653
H -0.64 0.58 -2.85  0.0825
H -2.09 2.12 -2.14  0.1029
C 2.00 2.54 0.54  -0.2342
O 2.18 3.44 -0.51  -0.0595
H 1.88 1.50 0.24  0.0126
H 2.77 2.59 1.31  0.1093
H 1.10 2.88 1.06  0.0878
H 1.35 3.55 -0.98  0.0830
C 1.40 -2.74 0.88  -0.0667
C 2.67 -3.52 0.84  -0.3069
O 2.63 -4.27 -0.36  -0.0596
H 1.52 -1.96 0.13  0.0584
H 1.28 -2.21 1.83  0.0827
H 0.49 -3.33 0.72  0.1039
H 2.80 -4.16 1.71  0.1127
H 3.58 -2.93 0.88  0.1148
H 3.02 -3.70 -1.03  0.0821
C 0.06 1.10 0.09  -0.1644
C 0.03 -0.43 0.24  -0.1890
O -0.14 -0.94 -1.05  -0.1770
H -0.88 1.54 -0.25  0.0279
H 0.77 1.40 -0.67  0.0351
H 0.39 1.60 1.00  0.0276
H -0.78 -0.70 0.91  0.0527
H 1.00 -0.77 0.62  0.0740
H 0.71 -0.96 -1.50  -0.0731
C -2.18 1.77 0.94  -0.1127
C -3.04 3.05 0.92  -0.2568
O -3.24 3.58 2.23  -0.0623
H -2.14 1.28 -0.04  0.0888
H -2.61 1.14 1.72  0.0638
H -1.13 1.97 1.17  0.0731
H -4.02 2.90 0.49  0.1129
H -2.53 3.77 0.27  0.1048
H -2.62 4.28 2.42  0.0806

LUMO in hartree: 0.0073
Relative energy (zero: lowest compared OMol25 entry of this formula, charge and spin) in kJ/mol: 2229.1
Gap between HOMO and LUMO in eV: 7.833
Electronic energy in eV: -34678.6400

=====

Record 3
This record from the Open Molecules 2025 dataset describes a single C3H3NS2 molecule at a distorted geometry. The level of theory is wB97M-V/def2-TZVPD.

Last column: Löwdin spin population.
Positions of all 9 atoms, in Å:
C -1.73 -0.84 0.22  0.0769
C -0.77 0.17 0.22  0.5237
C 0.67 0.34 0.31  0.0750
N -2.50 -1.68 -0.01  0.2350
S -1.75 2.10 -0.09  0.9721
S 1.55 -0.19 -1.26  0.0824
H 1.04 -0.38 1.06  0.0174
H 0.92 1.46 0.41  0.0127
H 2.57 -0.98 -0.86  0.0049

LUMO (alpha / beta) in hartree: -0.0307 / -0.1046
Relative energy (zero: lowest compared OMol25 entry of this formula, charge and spin) in kJ/mol: 125.7
Gap between HOMO and LUMO (alpha / beta) in eV: 8.167 / 7.012
Spin multiplicity: 3
Expectation value of S²: 2.0185
Electronic energy in eV: -26315.4113

=====

Record 4
This record from the Open Molecules 2025 dataset describes a gas-phase ion, C8H13ClNO (charge +1) at a distorted geometry. The level of theory is wB97M-V/def2-TZVPD.

Last column: Löwdin charge in e.
Positions of all 24 atoms, in Å:
C -0.80 0.32 1.98  0.2624
C -0.46 1.59 1.87  -0.6280
C 0.46 1.91 0.77  -0.2366
C 1.03 3.23 0.50  0.0300
C 1.07 -1.39 -1.61  -0.0117
C -1.34 -0.72 -1.25  -0.0172
C -0.31 -2.57 0.14  -0.0160
C -0.06 -1.25 -0.58  -0.6137
N 0.43 -0.32 0.40  0.0978
O 0.79 0.91 0.04  0.0757
Cl -1.03 2.87 2.87  0.7932
H -1.26 -0.45 2.54  0.1010
H 0.97 3.86 1.38  0.0812
H 2.07 3.13 0.16  0.1165
H 0.48 3.72 -0.31  0.1269
H 1.23 -0.47 -2.16  0.0880
H 2.00 -1.67 -1.11  0.0972
H 0.82 -2.18 -2.31  0.1019
H -2.12 -0.58 -0.50  0.0852
H -1.15 0.23 -1.75  0.0882
H -1.69 -1.43 -1.98  0.0990
H 0.57 -2.87 0.70  0.0961
H -1.16 -2.50 0.81  0.0817
H -0.52 -3.35 -0.60  0.1012

LUMO (alpha / beta) in hartree: -0.2002 / -0.2002
Relative energy (zero: lowest compared OMol25 entry of this formula, charge and spin) in kJ/mol: 515.4
Gap between HOMO and LUMO (alpha / beta) in eV: 8.477 / 8.479
Electronic energy in eV: -24555.4047
Total charge: +1

=====

Record 5
This record from the Open Molecules 2025 dataset describes a molecular structure, C58H45BaBr3N4O2P2S2. The level of theory is wB97M-V/def2-TZVPD.

Last column: Löwdin charge in e.
Positions of all 117 atoms, in Å:
Ba 1.02 -0.26 0.40  1.4450
O 0.74 -0.10 -2.30  -0.7008
S -0.59 -0.83 -2.36  0.8233
C -1.33 -0.22 -3.88  -0.2760
C -1.73 -1.12 -4.84  -0.0505
C -2.16 -0.72 -6.12  -0.0014
C -2.12 0.60 -6.43  -0.1480
C -2.40 1.34 -7.72  -0.0965
C -2.18 2.84 -7.38  -0.0973
C -1.76 2.85 -5.93  -0.1519
C -1.43 3.87 -5.09  -0.0012
C -1.19 3.56 -3.73  -0.0573
C -1.20 2.29 -3.21  -0.2986
P -1.32 2.08 -1.39  1.0832
C -0.38 3.53 -0.76  -0.3769
C -0.95 4.76 -0.45  -0.0879
C -0.17 5.79 0.06  -0.0649
C 1.18 5.60 0.28  -0.0727
C 1.76 4.38 -0.04  -0.0703
C 0.99 3.36 -0.55  -0.1174
C -3.07 2.58 -1.16  -0.3465
C -3.98 2.64 -2.21  -0.0788
C -5.30 3.03 -1.98  -0.0843
C -5.72 3.37 -0.71  -0.0939
C -4.82 3.29 0.35  -0.0796
C -3.52 2.89 0.13  -0.1311
C -1.41 1.19 -4.11  -0.1411
C -1.75 1.53 -5.43  -0.0856
C -0.18 -2.50 -2.79  -0.3499
C 0.76 -2.68 -3.77  -0.0516
C 1.04 -3.94 -4.32  0.0073
C 0.29 -5.00 -3.90  -0.1368
C 0.30 -6.45 -4.30  -0.0950
C -0.83 -7.11 -3.47  -0.0955
C -1.31 -6.02 -2.55  -0.1495
C -2.21 -6.02 -1.52  -0.0025
C -2.37 -4.84 -0.77  -0.0476
C -1.73 -3.65 -1.05  -0.2841
P -1.69 -2.33 0.24  1.0142
C -1.77 -3.27 1.80  -0.3751
C -2.94 -3.71 2.42  -0.1110
C -2.87 -4.40 3.62  -0.0800
C -1.64 -4.68 4.20  -0.0804
C -0.47 -4.26 3.59  -0.0656
C -0.53 -3.55 2.39  -0.0990
C -3.32 -1.54 0.09  -0.3681
C -3.90 -0.90 1.19  -0.1245
C -5.09 -0.19 1.05  -0.0728
C -5.70 -0.11 -0.19  -0.0891
C -5.13 -0.73 -1.29  -0.0766
C -3.95 -1.44 -1.15  -0.0935
C -0.89 -3.60 -2.21  -0.1431
C -0.66 -4.82 -2.87  -0.0800
H -1.67 -2.18 -4.63  0.1077
H -2.46 -1.48 -6.84  0.1175
H -3.42 1.15 -8.07  0.1191
H -1.73 1.00 -8.51  0.1200
H -3.09 3.42 -7.52  0.1192
H -1.41 3.29 -8.01  0.1193
H -1.40 4.90 -5.42  0.1168
H -1.03 4.39 -3.05  0.1027
H -2.01 4.92 -0.60  0.1063
H -0.64 6.74 0.31  0.1074
H 1.78 6.40 0.69  0.1057
H 2.82 4.22 0.13  0.1024
H 1.47 2.42 -0.79  0.0584
H -3.68 2.40 -3.22  0.0995
H -5.99 3.07 -2.82  0.1035
H -6.74 3.68 -0.53  0.1037
H -5.13 3.54 1.36  0.1072
H -2.85 2.87 0.98  0.0261
H 1.29 -1.81 -4.13  0.1250
H 1.81 -4.04 -5.07  0.1194
H 1.28 -6.89 -4.07  0.1239
H 0.15 -6.57 -5.37  0.1179
H -0.47 -7.98 -2.91  0.1195
H -1.64 -7.46 -4.11  0.1191
H -2.74 -6.92 -1.23  0.1163
H -2.99 -4.89 0.11  0.0998
H -3.90 -3.49 1.98  0.1037
H -3.79 -4.73 4.10  0.1025
H -1.60 -5.22 5.14  0.1025
H 0.49 -4.46 4.03  0.1102
H 0.39 -3.24 1.92  0.0108
H -3.43 -0.97 2.16  0.1046
H -5.52 0.30 1.91  0.1123
H -6.62 0.45 -0.30  0.1030
H -5.60 -0.66 -2.26  0.1070
H -3.53 -1.95 -2.01  0.0949
N -1.26 0.93 1.96  -0.0565
N -1.06 0.80 3.34  -0.0792
C -1.47 1.78 4.17  -0.9162
N -1.03 1.64 5.44  0.0948
S -2.47 3.03 3.70  0.5976
H -1.04 1.89 1.68  0.0338
H -2.26 0.83 1.78  0.0341
H -0.16 0.34 3.53  0.0674
H -0.36 0.93 5.68  0.0148
H -1.24 2.38 6.09  0.0880
Br 1.57 -0.89 5.87  0.8066
C 2.95 -0.20 4.78  -0.5813
C 4.23 -0.06 5.33  -0.1779
C 5.26 0.43 4.58  -0.6347
Br 6.97 0.62 5.37  0.7574
C 5.05 0.80 3.23  -0.1827
C 6.06 1.31 2.38  -0.0294
C 5.77 1.62 1.08  -0.0448
C 4.45 1.42 0.63  -0.1503
N 3.48 0.96 1.38  0.0150
C 3.75 0.65 2.68  -0.1480
C 2.64 0.14 3.47  -0.4400
O 1.48 0.04 2.94  -0.3633
H 4.40 -0.34 6.36  0.0939
H 7.06 1.43 2.77  0.0745
H 6.52 2.00 0.41  0.1053
H 4.21 1.65 -0.41  0.1087
Br 2.67 -2.87 0.29  -0.4135

LUMO in hartree: -0.0083
Relative energy (zero: lowest compared OMol25 entry of this formula, charge and spin) in kJ/mol: 0.0
Gap between HOMO and LUMO in eV: 6.940
Electronic energy in eV: -322007.1042